Below is a 3-piece molecular cluster, C13H33NO10P2S overall at a distorted geometry, with properties calculated with ωB97M-V/def2-TZVPD.

Each line ends with the natural charge from an NBO analysis.
Geometry (Å):
N 0.7709 3.2657 -2.3461  -0.837
C 1.8591 2.7164 -1.6800  0.875
O 2.9654 3.1599 -1.7529  -0.555
O 1.5661 1.6038 -0.9017  -0.671
S 1.6860 0.1683 -1.7794  0.315
H -0.0378 2.6530 -2.3533  0.387
H 1.0299 3.4293 -3.3104  0.396
H 1.6568 0.5564 -3.0680  0.094
O 3.9158 -2.3677 1.8968  -1.082
P 4.5289 -1.7203 3.0637  2.535
O 3.4001 -1.0036 3.9569  -0.818
C 2.0434 -1.4526 3.9416  -0.061
C 1.8222 -2.7134 4.7506  -0.636
O 5.3688 -0.4645 2.5315  -0.820
C 5.4294 -0.1344 1.1415  -0.059
C 4.3561 0.8632 0.7694  -0.631
O 5.6225 -2.0619 4.1595  -0.774
C 5.3472 -2.9185 5.2772  -0.069
C 5.2342 -4.3740 4.8742  -0.640
H 1.6987 -1.5918 2.9155  0.193
H 1.4560 -0.6379 4.3662  0.184
H 2.4607 -3.5233 4.3955  0.207
H 0.7834 -3.0351 4.6734  0.222
H 2.0468 -2.5443 5.8052  0.205
H 5.3650 -1.0312 0.5262  0.192
H 6.4161 0.3009 0.9761  0.178
H 3.3605 0.4648 0.9697  0.206
H 4.4206 1.1215 -0.2877  0.224
H 4.4613 1.7753 1.3585  0.210
H 4.4586 -2.5719 5.8068  0.184
H 6.1864 -2.7893 5.9591  0.194
H 4.4380 -4.5232 4.1421  0.213
H 5.0235 -4.9946 5.7454  0.220
H 6.1634 -4.7171 4.4193  0.220
O -5.0599 -0.5082 -3.0987  -1.020
P -4.1674 0.6508 -2.8720  2.457
O -5.1144 1.9625 -3.0487  -0.812
C -6.4859 1.9420 -2.6581  -0.065
C -6.6707 2.0480 -1.1580  -0.634
O -3.3038 0.6535 -4.2571  -0.821
C -3.4250 -0.3811 -5.2304  -0.058
C -4.4540 -0.0193 -6.2806  -0.630
O -2.9253 1.4853 -2.2585  -0.743
C -3.0358 2.2403 -1.0438  -0.075
C -3.0641 1.3563 0.1847  -0.637
H -6.9835 1.0501 -3.0424  0.194
H -6.9501 2.7994 -3.1472  0.186
H -6.1429 1.2427 -0.6408  0.201
H -7.7281 1.9873 -0.9001  0.224
H -6.2855 2.9977 -0.7829  0.205
H -3.6587 -1.3358 -4.7617  0.192
H -2.4412 -0.4799 -5.6936  0.173
H -5.4359 0.1271 -5.8294  0.213
H -4.5285 -0.8059 -7.0329  0.210
H -4.1784 0.9130 -6.7755  0.207
H -3.9009 2.9021 -1.0889  0.190
H -2.1535 2.8807 -1.0142  0.191
H -3.9084 0.6618 0.1503  0.204
H -3.1501 1.9598 1.0882  0.224
H -2.1523 0.7618 0.2496  0.223

Values from the calculation:
Lowest unoccupied orbital energy in eV: 0.176
Energy in Eh: -2403.2990
Strongest force on any atom in eV/Å: 6.92
SMILES: CCOP(=O)(OCC)OCC.CCOP(=O)(OCC)OCC.NC(=O)OS
Net charge: 0
E_HOMO in eV: -9.371

Below is one molecule with the formula O2, with properties calculated with ωB97M-V/def2-TZVPD.

Each line ends with the natural charge from an NBO analysis.
Geometry (Å):
O 0.0000 0.0000 0.6008  0.000
O 0.0000 0.0000 -0.6008  0.000

Values from the calculation:
Lowest unoccupied orbital energy in eV: -2.098
ΔE to the lowest compared entry with this formula, charge and spin in kJ/mol: 0.11
Energy in Eh: -150.2966
Strongest force on any atom in eV/Å: 0.43
SMILES: O=O
Net charge: 0
E_HOMO in eV: -9.974

Below is C16H30BCl4CsF4O6S2 as an isolated structure at a distorted geometry, with properties calculated with ωB97M-V/def2-TZVPD.

Each line ends with the Mulliken charge.
Geometry (Å):
Cs -4.9537 0.3948 29.4466  1.036
B -1.9127 -1.4211 28.8028  0.475
F -3.1250 -1.8213 28.2007  -0.448
F -1.0058 -0.9402 27.8675  -0.312
F -2.2742 -0.4187 29.7324  -0.443
F -1.2719 -2.4501 29.5329  -0.167
C 1.8778 0.5648 27.1963  -0.477
C 1.3027 1.7297 28.0629  -0.081
C 1.9102 3.1052 27.6917  -0.722
S 2.9132 2.8195 26.2001  1.125
O 4.2094 3.4635 26.3657  -0.662
O 2.0402 3.1274 25.0785  -0.654
C 3.0940 1.0380 26.3786  -0.812
H 1.1548 0.3071 26.4277  0.244
H 2.1556 -0.1943 27.9189  0.337
H 1.2418 1.4969 29.1211  -0.065
H 0.2558 1.8248 27.7664  0.167
H 2.6477 3.4101 28.4303  0.331
H 1.2357 3.8742 27.3346  0.432
H 4.0071 0.8603 26.9544  0.371
H 3.2679 0.4853 25.4588  0.451
C 0.5700 -5.3076 33.5767  -0.651
C 0.6647 -3.8659 33.0718  -0.698
C -0.6378 -3.5977 32.2968  0.755
S -1.8978 -4.2697 33.4187  1.084
O -2.9611 -4.9573 32.6907  -0.631
O -2.3632 -3.2995 34.3982  -0.694
C -0.8107 -5.4949 34.1836  -0.713
H 1.3494 -5.5511 34.3015  0.361
H 0.8037 -5.9842 32.7517  0.307
H 1.5178 -3.7603 32.4025  0.347
H 0.7757 -3.1664 33.8997  0.311
H -0.6124 -4.1494 31.3591  -0.409
H -0.9085 -2.5717 32.0647  -0.105
H -1.2407 -6.4786 33.9989  0.374
H -0.9137 -5.3397 35.2581  0.358
O 1.6667 -7.3767 26.3378  -0.573
C 1.0491 -6.4350 26.7258  0.407
O 1.2215 -5.9300 27.9643  -0.377
C 0.3223 -4.8378 28.1801  0.274
C -0.7748 -5.0814 27.1696  -0.320
C -0.0494 -5.6600 25.9709  -0.490
H 0.7346 -3.8250 28.1423  0.136
H -0.0674 -4.8804 29.2009  -0.220
H -1.4061 -4.2322 26.9060  0.279
H -1.4679 -5.8692 27.4793  0.184
H 0.4327 -4.9126 25.3442  0.294
H -0.6608 -6.4077 25.4781  0.298
Cl -4.6348 -7.2448 28.6284  -0.206
C -4.8315 -5.9484 29.8767  -0.264
C -4.8248 -4.6023 29.2687  0.019
Cl -6.2052 -4.2819 28.1560  -0.232
H -3.9496 -6.0712 30.5059  0.058
H -5.6942 -6.2036 30.4839  0.404
H -3.9410 -4.3625 28.6795  -0.014
H -4.7956 -3.8412 30.0529  0.238
Cl 0.7104 -0.3131 33.4843  -0.211
C -0.2708 0.5038 32.2744  -0.075
C 0.1054 1.9806 32.1615  -0.626
Cl -0.9352 2.6733 30.8831  -0.191
H -1.3309 0.3321 32.4566  0.343
H -0.1589 0.0082 31.3048  -0.063
H 1.1466 2.2313 31.9933  0.376
H -0.1538 2.3971 33.1368  0.428

Values from the calculation:
Lowest unoccupied orbital energy in eV: -1.157
ΔE to the lowest compared entry with this formula, charge and spin in kJ/mol: 50.52
Energy in Eh: -4160.9386
Strongest force on any atom in eV/Å: 2.10
Net charge: 0
E_HOMO in eV: -9.815

Below is one molecule with the formula C5H10O2, with properties calculated with ωB97M-V/def2-TZVPD.

Each line ends with the natural charge from an NBO analysis.
Geometry (Å):
C 2.3725 0.6035 0.1861  -0.252
O 1.1130 0.4350 -0.4409  -0.537
C 0.4181 -0.6548 0.0803  0.082
C -0.3591 -0.4083 1.3426  -0.456
C -1.0783 -0.6422 0.0388  -0.267
C -1.8452 0.4415 -0.6724  -0.062
O -2.0473 0.1049 -2.0315  -0.713
H 3.1749 0.1383 -0.4013  0.174
H 2.3770 0.1623 1.1899  0.177
H 2.5839 1.6718 0.2795  0.189
H 0.9044 -1.6178 -0.0834  0.183
H -0.4101 -1.1582 2.1259  0.220
H -0.3264 0.6225 1.6912  0.222
H -1.5302 -1.6254 -0.0785  0.221
H -2.8467 0.5459 -0.2432  0.182
H -1.3287 1.4056 -0.5652  0.171
H -1.1718 -0.0246 -2.4180  0.466

Values from the calculation:
Lowest unoccupied orbital energy in eV: 1.015
ΔE to the lowest compared entry with this formula, charge and spin in kJ/mol: 249.82
Energy in Eh: -346.9303
Strongest force on any atom in eV/Å: 0.39
SMILES: CO[C@H]1C[C@H]1CO
Net charge: 0
E_HOMO in eV: -9.723

Below is a 2-piece molecular cluster, C3H10N2O overall at a distorted geometry, with properties calculated with ωB97M-V/def2-TZVPD.

Each line ends with the natural charge from an NBO analysis.
Geometry (Å):
C -0.0013 -0.0954 -0.9319  0.032
C 0.7047 -0.8645 0.1359  0.054
C -0.1888 0.3712 1.7182  -0.539
N -1.0958 0.6243 -0.2428  -0.817
N 0.9037 0.8067 -1.5887  -0.830
O 0.0438 -2.1043 0.3875  -0.753
H 0.2990 -2.7384 -0.3021  0.467
H -0.4894 -0.7132 -1.7042  0.179
H 1.7793 -0.9915 0.0020  0.163
H 1.3817 1.3863 -0.9089  0.358
H -1.8533 -0.0175 -0.0176  0.388
H -1.2855 1.5885 -0.5177  0.386
H 0.4186 1.4137 -2.2392  0.357
H -0.8981 1.1522 1.9815  0.172
H 0.7819 0.7330 2.0348  0.183
H -0.5003 -0.5511 2.1931  0.199

Values from the calculation:
Lowest unoccupied orbital energy in eV: 0.938
ΔE to the lowest compared entry with this formula, charge and spin in kJ/mol: 494.38
Energy in Eh: -304.8864
Strongest force on any atom in eV/Å: 2.48
Net charge: 0
E_HOMO in eV: -7.227

Per-record HOMO-LUMO gap, eV: 9.548; 7.876; 8.657; 10.738; 8.164